# 1
DFT (the ωB97M-V functional and the def2-TZVPD basis) results for C22H45HoN2OP3 as an isolated structure in a non-equilibrium geometry.

```
74
Properties=species:S:1:pos:R:3:forces:R:3:lowdin_charge:R:1
C 3.126561 0.671489 -2.590119 -0.15 0.34 0.16 -0.249
H -1.072224 -3.081827 -3.069811 0.05 0.11 -0.27 0.114
H 0.501915 -1.309525 -4.491093 0.20 0.17 -0.02 0.032
H 2.826410 1.714768 -2.756559 0.19 -0.21 -0.02 0.041
H -5.113305 0.663238 0.448494 0.35 0.04 -0.20 0.119
H 3.293221 -0.196183 0.360749 -0.12 0.06 0.29 0.025
Ho -0.650369 0.085985 -0.951148 2.27 -0.29 2.28 1.142
H -2.137844 0.300127 -2.397056 -0.76 -2.30 -1.29 0.041
H -2.678732 -1.701398 4.824010 0.19 0.19 -0.07 0.115
C -2.689597 2.523896 -3.088562 -0.10 0.02 -0.11 -0.244
N -1.429754 -0.849362 2.005062 0.01 0.32 -0.01 0.043
C -4.078884 0.656782 0.073645 -0.47 0.29 -0.52 -0.007
H 3.765151 0.352598 -3.425736 -0.18 0.03 0.26 0.077
C -2.679013 -2.423024 -6.028943 0.06 0.17 0.18 -0.028
C 0.734353 1.669610 2.475835 -0.41 0.02 0.03 -0.255
H -2.490092 1.905175 -3.973943 0.00 0.20 0.14 0.056
C -3.185742 0.098304 1.111312 1.09 -0.57 0.95 -0.296
H -4.311020 0.218084 3.007805 0.03 -0.06 0.02 0.143
H -0.459452 4.294893 -3.387714 0.13 -0.23 0.14 0.081
C 0.008183 3.426054 -2.903793 0.31 -0.46 -0.07 -0.219
C -1.764902 3.838338 -0.742134 -0.01 -0.34 0.36 -0.219
H 3.700870 0.612063 -1.657265 -0.13 0.03 -0.26 0.039
H 2.794686 3.050933 1.181218 -0.09 -0.06 -0.27 0.074
H -3.823186 1.700173 -0.185756 -0.12 -0.36 0.17 0.066
C 2.368160 -2.029791 -2.127020 -0.26 -0.14 0.26 -0.239
H 0.656496 0.793534 3.133850 0.03 0.26 -0.16 0.047
P 1.634375 -0.393641 -2.525457 1.39 -0.63 -0.92 0.712
C 2.203434 2.707867 0.322044 -0.12 0.08 -0.31 -0.244
H 2.222184 -0.922716 -4.820240 -0.25 0.12 0.16 0.075
H -0.903301 4.125523 -0.123750 -0.25 -0.01 -0.17 0.052
C -2.277484 -0.656927 3.022045 -0.17 0.15 -0.41 -0.256
H -0.202023 -4.289189 1.631247 0.15 -0.21 -0.33 0.045
H 0.997705 0.384136 -4.738991 0.09 -0.24 -0.02 0.052
H -3.837201 0.068752 -3.950968 0.02 -0.22 -0.39 0.113
H 2.275709 -0.874008 1.657238 0.22 0.17 -0.05 0.049
H 2.866636 -2.437296 -3.017004 -0.08 0.12 0.27 0.073
H -2.768698 -2.795371 -7.052248 0.02 0.16 0.38 0.131
H 3.097712 -1.929107 -1.312588 -0.18 -0.08 -0.20 0.050
H 1.581040 -2.727305 -1.801904 0.30 0.04 -0.12 0.026
H 3.330522 0.530851 1.998825 -0.14 -0.14 -0.20 0.078
C -1.819294 -3.064758 -5.127921 -0.45 0.04 0.16 -0.032
H -1.242988 -3.933930 -5.444690 -0.26 0.15 0.13 0.130
H 1.441724 2.387853 2.912015 -0.19 -0.25 -0.06 0.070
H -1.577484 -4.901728 -0.338949 0.42 -0.04 -0.01 0.058
O -1.909736 -0.725123 -2.355889 -1.46 1.87 -0.17 -0.225
H -0.031478 -5.187726 -1.344714 -0.12 0.06 0.38 0.056
N -1.925354 -0.361671 0.823653 -0.49 -0.30 0.57 -0.140
C -3.428970 -1.311822 -5.619855 -0.12 -0.18 0.12 -0.023
H -2.557643 3.466884 -0.079401 0.17 0.24 -0.14 0.045
H -4.118208 -0.822539 -6.305025 0.12 -0.21 0.10 0.129
C -2.358687 -1.411403 -3.497308 -0.42 -0.43 -1.61 -0.281
H -2.130109 4.712881 -1.299144 0.13 -0.24 0.15 0.082
C 2.690393 0.056052 1.242767 -0.09 -0.17 -0.13 -0.247
H -3.604502 2.165207 -2.595553 0.19 0.14 -0.12 0.057
C -3.294177 -0.801505 -4.325200 0.67 -0.21 0.09 -0.014
P -1.268300 2.539443 -1.935873 -0.56 1.98 -0.61 0.726
P 1.312130 1.186053 0.806706 1.04 0.30 0.90 0.694
C 0.264331 -4.553405 0.675274 -0.32 0.16 -0.64 -0.082
H 0.430659 2.760009 -3.668786 -0.09 0.28 0.08 0.046
C 1.305673 -0.582560 -4.318052 -0.43 0.15 -0.02 -0.239
H -4.070875 0.051584 -0.849479 -0.03 0.12 0.35 0.087
H 1.360471 -4.556055 0.642543 -0.45 -0.11 0.01 0.055
H -0.255084 2.139442 2.402033 0.20 -0.03 0.17 0.048
H -0.508458 -1.281710 2.059372 -0.49 0.13 -0.02 0.159
H -1.940867 -0.104650 5.041786 -0.03 -0.25 -0.18 0.114
C -0.483329 -4.881156 -0.395292 0.30 0.32 0.54 -0.078
H 2.866637 2.520693 -0.530846 -0.15 0.11 0.22 0.036
H 1.482239 3.489898 0.047909 0.26 -0.09 0.12 0.033
H 0.821624 3.761930 -2.246811 -0.23 -0.06 -0.17 0.049
C -1.695056 -2.588519 -3.816971 0.12 0.34 -0.21 -0.027
H -2.844928 3.563323 -3.410138 -0.09 -0.29 -0.01 0.081
H -0.946189 -1.475032 4.486840 -0.26 0.10 -0.03 0.096
C -3.417365 -0.065081 2.474981 -0.06 0.12 -0.28 0.071
C -1.935798 -1.005681 4.411039 0.07 -0.26 0.64 0.017
```
Positions in Å, forces in eV/Å.

Output
multiplicity = 5
charge = +3
LUMO (alpha / beta) = -0.353 / -0.347 Eh
E_tot = -82211.556 eV



# 2
DFT (the ωB97M-V functional and the def2-TZVPD basis) results for C22H45N4O2P2Yb as an isolated structure in a non-equilibrium geometry.

```
76
Properties=species:S:1:pos:R:3:forces:R:3:lowdin_charge:R:1
H 2.119501 5.517802 -0.443444 -0.24 -0.18 -0.27 0.117
H 0.068588 -3.509801 2.124006 -0.11 0.24 0.24 0.124
C -0.191705 -2.472074 2.372878 0.17 -0.20 0.17 -0.233
C 4.872762 -0.506640 1.097708 0.25 -0.05 -0.32 -0.089
H 5.336618 -1.446144 1.411020 -0.23 0.11 0.03 0.072
C -4.212802 -2.025025 -2.658413 -0.30 -0.07 0.33 -0.099
H -1.008224 -2.627358 0.497902 -0.10 0.24 0.14 0.122
C 2.835447 -3.045438 0.857880 -0.03 -0.38 -0.46 -0.536
C 1.096896 -1.680371 2.678383 0.10 -0.11 0.39 -0.335
H -4.401989 2.398288 -2.170854 0.04 -0.38 0.05 0.095
H 1.960204 -3.716047 0.828122 0.14 0.28 -0.17 0.101
Yb 0.038061 0.226376 0.376405 1.35 -1.94 -3.13 1.447
C 1.264559 5.026770 -0.929298 0.47 0.67 -0.35 0.037
H -4.570571 -2.060698 -3.701918 0.18 0.07 0.47 0.097
H 2.721159 1.385612 0.462302 0.30 -0.20 0.21 0.057
H 3.921801 -2.853282 2.782154 0.06 -0.07 -0.13 0.068
C -4.193162 1.325354 -2.017376 -0.23 0.16 -0.10 -0.101
H -4.820404 -1.299347 -2.106730 0.00 -0.15 -0.23 0.058
H -2.268000 -2.038467 -4.713550 -0.08 0.28 0.32 0.100
H 1.615862 4.345950 -1.706185 -0.07 0.06 0.25 0.108
C 3.057489 1.200438 1.499694 -0.09 -0.09 -0.27 -0.133
H 3.897451 1.888672 1.681273 -0.33 -0.19 0.07 0.098
O 1.661837 -0.041179 -2.713246 0.50 -1.12 -1.56 -0.052
P -2.125601 -0.585555 -1.249035 -0.44 1.32 -0.42 0.979
N -0.714080 2.375892 0.648422 1.08 -0.45 1.37 0.032
H 3.326465 -4.468185 2.420314 0.18 0.20 -0.04 0.089
H -2.855988 -0.396451 -4.381051 0.17 -0.26 0.15 0.075
H -2.845774 -2.046239 2.147681 0.09 0.24 -0.14 0.133
C 3.494232 -0.262356 1.726923 0.00 -0.11 0.59 -0.518
H -2.551704 1.707468 -0.704864 -0.09 -0.28 -0.30 0.069
C -2.263632 -1.357520 1.511568 -0.87 0.05 0.61 -0.294
H -2.259723 1.742223 2.828473 0.30 -0.24 -0.20 0.121
C -2.219363 -1.204753 -3.994188 0.20 0.00 -0.15 -0.104
H -2.116741 1.515209 -3.732980 0.14 0.15 0.37 0.079
H -0.748254 1.563340 -2.589874 -0.24 -0.09 -0.09 0.046
H 3.095417 -2.289648 -1.213089 0.07 -0.17 0.15 0.051
H 3.569182 -0.457922 2.812575 0.15 0.29 -0.29 0.113
H 0.662935 -1.668406 -1.671216 0.64 -1.20 -1.71 -0.011
C 0.051428 4.899288 1.203001 0.38 -1.04 -0.55 0.054
H 4.736095 -3.853143 1.558856 -0.25 0.14 0.14 0.090
C -2.715888 1.159222 -1.653989 -0.06 -0.17 0.15 -0.551
C -0.812487 2.814777 1.904018 -0.69 0.08 -0.07 -0.345
N -0.948403 -1.918093 1.228894 0.71 0.40 -0.72 -0.204
H 0.823203 -0.704867 3.122549 0.15 -0.16 0.02 0.076
H -1.180747 -0.855539 -3.987407 -0.13 -0.03 0.05 0.072
H -0.842983 -2.480170 3.255303 0.19 -0.14 -0.10 0.127
C -1.811924 1.804877 -2.717742 0.16 0.23 -0.04 -0.115
H -0.829042 4.550608 3.161748 0.28 0.15 -0.30 0.136
H -1.892100 2.900730 -2.641907 -0.11 -0.26 -0.12 0.089
N 0.511934 4.278641 0.076474 -0.45 0.94 0.51 -0.014
P 2.128911 -1.408078 1.169567 0.15 0.67 0.17 0.948
C 3.758598 -3.566897 1.967590 0.05 -0.42 0.38 -0.093
H 2.240336 1.492975 2.174311 -0.03 0.02 0.14 0.060
H 3.330377 -4.025994 -1.014315 0.18 0.25 0.11 0.094
H 0.261458 5.955041 1.241782 -0.07 0.18 0.25 0.158
H -3.811710 -0.226534 0.488156 0.21 -0.43 -0.14 0.093
C 1.069146 -0.630761 -1.873628 -1.80 2.59 4.53 -0.446
H -4.461641 0.807528 -2.949311 0.17 0.15 0.27 0.080
H -1.012990 2.065849 3.822255 0.06 0.26 -0.46 0.120
H 4.582568 -2.897476 -0.451335 -0.33 -0.01 -0.05 0.078
H 5.563338 0.295552 1.399784 -0.28 -0.20 -0.05 0.093
H -4.869656 0.972754 -1.227716 0.13 0.04 -0.16 0.073
H -3.704620 -1.927154 -0.006698 0.15 0.36 0.13 0.093
C -0.525715 4.149358 2.197463 -0.04 0.34 0.65 0.034
C -2.709072 -1.687637 -2.615619 0.40 -0.82 -0.23 -0.525
C 3.499356 -3.052546 -0.534186 0.05 -0.28 -0.34 -0.102
C -3.100135 -1.036999 0.243012 -0.62 -0.39 0.37 -0.307
C 0.268486 2.951884 -0.113435 0.78 -1.19 -1.73 -0.499
H -2.117093 -0.447566 2.133050 -0.03 -0.36 -0.32 0.083
H -4.401256 -3.013763 -2.214602 0.00 0.32 -0.14 0.085
H 1.711933 -2.223619 3.414020 -0.36 0.25 0.05 0.099
O 0.929225 2.222248 -0.906498 -1.70 1.30 1.73 -0.041
H -2.187130 -2.636695 -2.386851 0.01 0.36 -0.19 0.103
N -1.238719 1.841315 2.848292 -0.50 0.61 0.06 0.115
H 0.609443 5.785282 -1.382696 0.21 -0.26 0.19 0.119
H 4.848733 -0.514890 -0.000562 -0.12 0.12 0.24 0.091
```
Positions in Å, forces in eV/Å.

Output
multiplicity = 2
charge = +2
energy relative to the best compared isomer or geometry (same formula, charge and spin) = 1.6425 eV
LUMO (alpha / beta) = -0.253 / -0.253 Eh
E_tot = -83692.029 eV